Entry from OMol25: 2 unconnected molecules or ions with the total composition C18H39BNO6PS in a non-equilibrium geometry (the ωB97M-V functional and the def2-TZVPD basis).

The calculated total energy comes out at -53869.82559 eV. As for the SMILES: [H]/N=C/C[PH](CC=C)(CCCCCCCCOC)B(O)CC.O=S1(=O)OCCO1. The calculation puts the HOMO energy at -7.302 eV. The value obtained for the LUMO energy is 0.54 eV. The gap between HOMO and LUMO comes out at 0.2882 hartree. The spin multiplicity is 1.

```
67
Properties=species:S:1:pos:R:3:nbo_charge:R:1
H 1.1630 2.4347 -2.5514 0.335
N 1.1352 1.7022 -1.8445 -0.647
C 0.6320 0.6584 -2.3362 0.157
C 0.4306 -0.6064 -1.5901 -0.849
P 0.4099 -0.4066 0.3751 0.935
C -0.8095 -1.8277 0.4950 -0.736
C -0.2627 -3.0879 -0.0998 -0.169
C 0.1378 -4.1093 0.5944 -0.419
C 0.3245 -0.0029 2.2770 -0.750
C -0.5335 1.2411 2.5536 -0.404
C -2.0548 1.0384 2.3942 -0.408
C -2.6702 1.7049 1.1403 -0.401
C -3.3953 0.7177 0.1979 -0.393
C -4.7611 1.2070 -0.3239 -0.398
C -5.9496 0.4126 0.2560 -0.432
C -6.5762 -0.5490 -0.7424 -0.050
O -7.9283 -0.8356 -0.3906 -0.546
C -8.0501 -1.7285 0.6985 -0.254
B 2.2919 -0.8931 0.5434 0.813
O 2.6374 -1.7758 1.5406 -0.897
C 3.4515 -0.4064 -0.3787 -0.822
C 4.0229 -1.7038 -1.0627 -0.575
H 0.3300 0.6562 -3.3895 0.136
H -0.5489 -0.9783 -1.8949 0.212
H 1.1511 -1.3625 -1.8985 0.235
H -0.1068 0.8979 0.1459 -0.025
H -1.0987 -2.0652 1.5120 0.230
H -1.7123 -1.6003 -0.0584 0.247
H -0.2307 -3.1704 -1.1704 0.204
H 0.2435 -4.1289 1.6691 0.188
H 0.4108 -5.0096 0.0751 0.204
H 1.3276 0.2776 2.6015 0.212
H 0.0274 -0.8387 2.9088 0.198
H -0.1667 2.0984 1.9993 0.201
H -0.3485 1.4829 3.5991 0.204
H -2.2953 -0.0174 2.4778 0.193
H -2.5186 1.5222 3.2485 0.207
H -3.3260 2.5166 1.4288 0.200
H -1.8767 2.1670 0.5605 0.205
H -2.7276 0.4430 -0.6115 0.197
H -3.5745 -0.1936 0.7612 0.188
H -4.8930 2.2741 -0.1901 0.208
H -4.7823 1.0194 -1.3960 0.196
H -6.7003 1.1202 0.5914 0.215
H -5.6458 -0.1608 1.1257 0.195
H -6.0456 -1.5022 -0.7656 0.160
H -6.5834 -0.1463 -1.7480 0.184
H -8.6694 -1.2866 1.4766 0.180
H -7.0963 -1.9918 1.1458 0.167
H -8.5445 -2.6421 0.3687 0.176
H 1.9129 -2.4220 1.6054 0.494
H 4.2804 0.0421 0.1621 0.245
H 3.1455 0.2642 -1.1733 0.235
H 3.2104 -2.4249 -1.1434 0.184
H 4.7291 -2.1434 -0.3711 0.220
H 4.4442 -1.4963 -2.0341 0.212
O 6.8551 -0.1144 -0.9014 -0.899
S 7.4434 1.0620 -0.3769 2.547
O 8.1096 1.0755 0.8706 -0.890
O 6.3370 2.2244 -0.3979 -0.684
C 6.8038 3.3389 -1.1652 -0.098
C 7.7358 2.7317 -2.1923 -0.102
O 8.4223 1.6949 -1.4814 -0.685
H 7.3350 4.0196 -0.4966 0.193
H 5.9638 3.8579 -1.6193 0.214
H 8.4475 3.4500 -2.5896 0.213
H 7.1805 2.2746 -3.0145 0.193
```